(1)
{
  "formula": "C17H29ClF3N2O3P",
  "method": "ωB97M-V/def2-TZVPD",
  "symbols": ["Cl", "P", "F", "F", "F", "O", "O", "O", "N", "N", "C", "C", "C", "C", "C", "C", "C", "C", "C", "C", "C", "C", "C", "C", "C", "C", "C", "H", "H", "H", "H", "H", "H", "H", "H", "H", "H", "H", "H", "H", "H", "H", "H", "H", "H", "H", "H", "H", "H", "H", "H", "H", "H", "H", "H", "H"],
  "coordinates": [[1.959418, 1.849642, -1.585167], [1.872357, -0.697596, 2.069358], [-4.998301, -0.961832, 2.377985], [-3.844082, -0.488154, -0.761383], [-3.759676, -2.445795, 1.397408], [-2.393710, -0.058598, -3.921395], [-0.169524, -0.118549, -3.653040], [1.664820, -2.692861, -1.852280], [1.606720, 3.831848, 2.304700], [-0.686830, 0.101289, -1.064070], [-3.639927, -0.234169, 0.560975], [0.070858, -0.672658, -0.035913], [-4.108818, -1.167606, 1.432195], [0.144571, 2.029311, 0.338186], [-1.312793, -2.146700, -4.227262], [2.220837, -1.379244, -1.911191], [0.561113, -0.031584, 3.187476], [1.375457, -2.478625, 2.026081], [-2.340969, 1.799797, -0.274012], [-0.888867, 1.535005, -0.672965], [2.645892, -0.824219, -0.551081], [1.491297, -0.166801, 0.289527], [2.220876, 2.724417, 2.291927], [-2.841415, 0.982842, 0.933956], [-1.304011, -0.644775, -3.915923], [1.532761, 1.401881, 0.136493], [2.638594, 2.048739, 1.012043], [3.106984, -1.445429, -2.553995], [0.284774, -2.551208, 2.088170], [-0.538456, -0.580486, 0.863674], [-2.928944, 1.550465, -1.160202], [-2.476491, 2.868866, -0.119927], [0.261992, -0.857979, 3.838296], [0.938318, 0.749325, 3.841676], [1.554544, -0.701902, -2.430831], [-0.305943, 0.073801, -2.042518], [-1.730510, -2.309020, -5.220737], [3.429471, 1.331476, 1.229709], [3.052575, -1.672983, 0.014630], [-0.172630, 1.956114, 1.377862], [3.103649, 2.826315, 0.405238], [0.267728, 3.091683, 0.125321], [0.044943, -1.725553, -0.304206], [-3.496491, 1.649974, 1.511308], [1.654722, -2.945052, 1.084140], [1.799578, -3.004160, 2.877348], [-0.352737, 0.303039, 2.696825], [-2.042081, 0.705831, 1.617280], [-1.609348, -0.334246, -1.145197], [-1.946063, -2.664515, -3.504656], [3.483326, -0.140014, -0.664047], [-0.310635, -2.570771, -4.187286], [2.005108, -3.139137, -1.071450], [2.500458, 2.218632, 3.222074], [1.439727, 4.119098, 3.268570], [-0.734192, 2.102804, -1.589709]],
  "atomic_forces_ev_per_a": [[0.031, -0.200, -0.053], [0.914, 0.078, 0.211], [0.981, 0.329, 1.077], [1.604, -0.805, -0.060], [-1.135, -0.329, -0.773], [0.075, 0.095, 0.440], [0.100, 0.091, 0.733], [-0.595, 0.254, 0.288], [0.069, -0.149, -0.025], [-0.262, 0.083, 1.115], [-0.684, -0.136, 0.656], [-0.066, 0.010, 0.145], [0.330, 0.147, -0.788], [0.389, 0.089, -0.341], [0.261, 0.056, -0.073], [1.034, 0.023, -0.257], [-0.325, -0.425, 0.054], [-0.870, 0.434, -0.245], [0.164, -0.539, -0.302], [-0.228, 0.632, -0.171], [-0.734, -0.573, 0.363], [-0.109, 0.290, -0.360], [-0.118, -0.180, 0.274], [-1.436, 1.144, -0.004], [-0.254, -0.253, -0.428], [-0.145, -0.260, 0.379], [0.235, 0.528, -0.338], [0.084, 0.151, 0.122], [0.040, -0.145, 0.051], [-0.009, -0.030, 0.013], [-0.151, 0.086, 0.081], [0.146, -0.008, 0.165], [0.061, 0.014, 0.007], [0.011, 0.132, -0.163], [-0.395, -0.290, -0.127], [0.362, -0.211, -1.126], [-0.091, -0.004, 0.039], [-0.106, -0.122, -0.046], [0.098, 0.077, 0.022], [-0.054, -0.204, -0.027], [-0.100, 0.067, 0.045], [-0.108, 0.066, 0.302], [0.179, 0.050, -0.297], [0.114, -0.052, 0.093], [0.264, -0.133, 0.160], [0.153, -0.019, -0.077], [0.045, 0.081, 0.015], [0.086, -0.017, -0.100], [0.025, 0.017, -0.319], [-0.078, 0.027, -0.046], [-0.118, 0.163, 0.010], [0.000, 0.031, 0.015], [0.176, -0.057, -0.143], [0.077, -0.024, -0.047], [-0.015, 0.105, -0.049], [0.079, -0.185, -0.089]],
  "mulliken_charge": [-0.077, -0.065, -0.213, -0.279, -0.211, -0.676, -0.795, -0.525, -0.558, 0.841, 0.407, -2.550, 0.119, -1.589, -1.036, -0.484, -1.069, -0.987, -1.414, -0.110, -1.283, 1.991, -0.367, -0.114, 0.771, 1.165, -1.299, 0.375, 0.326, 0.423, 0.639, 0.532, 0.467, 0.332, 0.091, -0.050, 0.350, 0.281, 0.579, 0.417, 0.652, 0.577, 0.799, 0.672, 0.226, 0.391, 0.250, -0.534, 0.317, 0.233, 0.281, 0.297, 0.380, 0.579, 0.262, 0.263],
  "e_lumo_ev": -0.4,
  "charge": 0,
  "energy_ha": -2101.39979,
  "fmax_ha_per_bohr": 0.0357
}

***

(2)
{
  "formula": "C17H29ClN3O3RuS",
  "method": "ωB97M-V/def2-TZVPD",
  "symbols": ["Ru", "Cl", "S", "O", "O", "O", "N", "N", "N", "C", "C", "C", "C", "C", "C", "C", "C", "C", "C", "C", "C", "C", "C", "C", "C", "C", "H", "H", "H", "H", "H", "H", "H", "H", "H", "H", "H", "H", "H", "H", "H", "H", "H", "H", "H", "H", "H", "H", "H", "H", "H", "H", "H", "H", "H"],
  "coordinates": [[0.000261, -0.411650, -0.752194], [4.820885, 4.612507, 1.591112], [-0.720538, -0.121493, 2.154265], [-1.174682, 0.462503, 0.788382], [1.847779, -0.787045, 0.295070], [0.791223, 1.316295, -1.101385], [-1.426568, -2.015600, -0.707048], [-1.232605, 0.076601, -2.334746], [0.944547, -1.592108, -2.150322], [2.706714, 4.177326, -0.045662], [-1.715070, -1.926834, 3.963968], [-0.590303, 1.265221, 3.301192], [-2.649805, -0.333064, -2.114651], [2.656206, 0.063868, 0.706360], [0.520837, 2.232154, 2.947910], [2.634763, 1.453841, 0.441554], [0.786886, -0.884418, -3.446682], [1.759710, 3.402077, -0.676084], [3.617447, 2.261776, 1.061464], [1.703167, 2.025076, -0.443292], [-2.154539, -0.950776, 2.879054], [-0.663149, -0.462678, -3.622139], [-2.741289, -1.349593, -0.965024], [3.644699, 3.607072, 0.829292], [-1.066042, -3.025931, -1.749436], [0.422639, -2.988515, -2.047174], [3.492449, -0.308537, 1.310467], [4.341674, 1.806189, 1.725866], [-3.248144, 0.542111, -1.871880], [-1.570725, 1.745182, 3.306928], [0.971771, -3.453197, -1.227803], [0.495055, 3.062434, 3.652488], [0.647167, -3.547100, -2.958231], [-3.047688, -0.747448, -3.039759], [0.389918, 2.637938, 1.945668], [-0.956210, -2.619511, 3.600335], [2.736509, 5.243553, -0.228539], [-1.508834, -2.484213, 0.190202], [1.434315, -0.009682, -3.398995], [1.107022, -1.512037, -4.281193], [-2.994836, -0.819622, -0.051822], [-1.354242, -4.026833, -1.428146], [1.500351, 1.763507, 3.020537], [-0.425792, 0.791369, 4.272158], [1.048687, 3.848708, -1.357510], [-1.270185, -1.306276, -3.938041], [-2.836285, -0.186887, 3.254691], [1.932392, -1.636373, -1.913036], [-2.575052, -2.506930, 4.294321], [-1.319570, -1.408689, 4.836609], [-1.152551, 1.090565, -2.365418], [-0.744705, 0.294144, -4.401278], [-1.650130, -2.807813, -2.640066], [-2.651437, -1.456517, 2.050037], [-3.514095, -2.094650, -1.162374]],
  "atomic_forces_ev_per_a": [[0.592, 0.297, -0.230], [-0.084, -0.073, -0.049], [0.236, -0.030, 0.359], [0.193, -0.082, 0.025], [-0.674, -0.368, 0.561], [0.300, 0.211, -0.220], [0.073, -0.089, 0.068], [-0.250, -0.012, -0.027], [-0.117, 0.116, -0.146], [-0.078, 0.000, -0.061], [0.006, 0.035, 0.016], [-0.282, 0.002, -0.131], [0.044, -0.136, -0.064], [0.268, -0.233, 0.004], [0.013, 0.001, 0.010], [0.111, 0.200, 0.147], [-0.092, -0.031, -0.050], [0.084, 0.165, 0.001], [-0.056, -0.190, -0.002], [-0.344, -0.148, -0.155], [-0.053, 0.155, -0.003], [0.054, 0.046, 0.065], [0.016, -0.002, 0.087], [0.075, 0.159, 0.039], [-0.097, 0.103, -0.060], [0.085, 0.001, 0.058], [0.022, -0.027, -0.057], [0.004, 0.008, -0.006], [0.014, -0.003, 0.036], [0.004, 0.031, 0.008], [0.008, -0.005, -0.004], [0.002, -0.001, -0.002], [0.000, 0.007, 0.004], [-0.037, 0.037, -0.003], [-0.003, 0.013, -0.005], [-0.008, -0.010, 0.000], [0.019, 0.000, 0.015], [0.076, -0.070, -0.032], [0.010, -0.011, -0.008], [-0.014, 0.017, -0.009], [-0.041, -0.033, -0.004], [0.015, -0.002, -0.001], [0.006, -0.006, 0.009], [-0.027, -0.025, -0.008], [-0.002, -0.014, -0.006], [-0.014, 0.007, -0.004], [-0.035, -0.008, -0.034], [0.032, 0.060, -0.081], [-0.010, 0.015, 0.003], [0.017, -0.005, -0.007], [-0.135, 0.012, 0.005], [0.013, -0.013, -0.023], [-0.023, -0.013, 0.004], [0.066, -0.049, -0.010], [0.016, -0.009, -0.020]],
  "mulliken_spin": [0.830, 0.005, 0.000, 0.019, 0.015, 0.110, -0.006, -0.026, 0.002, -0.016, 0.000, 0.001, 0.002, -0.009, 0.000, 0.010, 0.001, 0.028, -0.010, 0.003, -0.001, 0.011, -0.002, 0.026, 0.020, -0.024, 0.000, 0.000, 0.000, 0.000, 0.003, 0.000, 0.000, 0.000, 0.000, 0.000, 0.000, 0.007, -0.004, 0.001, 0.000, 0.001, 0.000, -0.001, 0.001, -0.001, 0.000, 0.005, 0.000, 0.000, -0.001, -0.001, 0.000, 0.000, -0.001],
  "s2": 0.76,
  "e_lumo_ev": [-6.1, -7.2],
  "e_above_lowest_kcal_mol": 15.7,
  "charge": 2,
  "energy_ha": -2007.92857,
  "spin_multiplicity": 2,
  "fmax_ha_per_bohr": 0.0185
}